[1]
This record from the Open Molecules 2025 dataset describes a molecular structure, C6H19B3N2O4 at a distorted geometry. The level of theory is ωB97M-V with the def2-TZVPD basis set.

Last column: natural (NBO) charge in e.
Geometry (Å):
C 1.034701 4.853982 -1.391668  -0.42
N 1.207193 3.408670 -1.166116  -0.61
C 0.604957 2.922681 0.085217  -0.60
B 1.240912 1.600983 0.624265  1.18
O 0.536182 0.848182 1.568251  -0.89
B 1.273334 0.809372 2.730872  0.99
O 2.607944 0.476219 2.620061  -0.89
B 3.252914 0.885052 1.473866  0.98
O 2.522756 1.175556 0.341961  -0.88
H 0.531963 5.332103 -0.550790  0.18
H 2.004591 5.335906 -1.507792  0.19
H 0.455089 5.052581 -2.291353  0.19
H 0.702114 2.948278 -1.909685  0.35
H -0.483511 2.815698 0.020869  0.21
H 0.784244 3.667116 0.869249  0.23
H 0.801884 1.138325 3.771104  -0.10
H 4.430591 1.036821 1.468613  -0.10
C -1.044503 -4.045913 0.284646  -0.61
C -2.174666 -3.020122 0.286234  -0.08
C -2.345253 -2.282560 -1.049795  -0.07
O -1.371965 -1.285769 -1.293554  -0.55
C -0.129054 -1.755142 -1.776596  -0.25
N -1.979860 -2.107865 1.414369  -0.83
H -0.069376 -3.568113 0.369375  0.20
H -1.150174 -4.714709 1.137760  0.22
H -1.053837 -4.648891 -0.625386  0.20
H -3.107271 -3.566082 0.460598  0.19
H -3.301495 -1.754308 -1.035919  0.18
H -2.374046 -2.995878 -1.884971  0.16
H -0.257492 -2.609444 -2.448223  0.17
H 0.534835 -2.036781 -0.956099  0.17
H 0.340654 -0.940607 -2.327308  0.19
H -2.794267 -1.510193 1.518550  0.35
H -1.230088 -1.465148 1.169395  0.36

Cartesian forces, eV/Å:
C 0.2 -0.1 0.1
N -0.5 0.2 0.0
C 0.2 -0.1 -0.6
B -0.5 -0.8 -0.5
O -0.1 1.0 0.4
B -0.1 -0.8 0.0
O 0.1 0.7 0.4
B 0.3 -0.5 -0.4
O 0.2 0.8 0.3
H -0.1 0.0 0.0
H 0.1 0.1 0.0
H -0.1 0.1 -0.1
H 0.3 -0.2 -0.1
H -0.1 0.1 0.1
H 0.0 0.0 0.1
H 0.0 -0.3 0.1
H 0.0 -0.2 0.0
C 0.0 -0.1 0.0
C 0.1 0.0 0.0
C -0.1 0.0 0.1
O 0.0 0.0 -0.1
C 0.0 0.1 0.1
N -0.1 0.2 -0.1
H 0.0 0.0 0.0
H 0.0 0.0 0.0
H 0.0 0.0 0.0
H 0.0 0.0 0.0
H 0.0 0.0 0.0
H 0.0 0.0 0.0
H 0.0 0.0 0.0
H 0.1 -0.1 -0.1
H 0.0 0.0 0.0
H 0.0 -0.1 0.1
H 0.1 0.0 0.1

- HOMO-LUMO gap (Ha) = 0.3508
- LUMO (eV) = 0.6
- energy above the lowest of the compared OMol25 structures with the same formula, charge and spin (kJ/mol) = 199.0

=====

[2]
This record from the Open Molecules 2025 dataset describes a molecular structure, C6H19BClCoNO2 at a distorted geometry. The level of theory is ωB97M-V with the def2-TZVPD basis set.

Last column: Löwdin charge in e.
Geometry (Å):
Co -10.935287 -15.284396 -10.031649  0.02
B -11.974889 -14.034696 -9.711851  -0.47
H -12.251243 -15.074646 -9.791718  -0.08
H -11.271318 -13.937172 -10.524085  -0.01
H -12.847166 -13.400803 -9.672464  0.02
H -11.421709 -14.153278 -8.793065  0.02
Cl -11.203460 -16.950881 -9.338073  0.34
C -13.442706 -16.306003 -11.604903  -0.10
O -12.237476 -15.584448 -11.590518  -0.35
C -11.454593 -15.587961 -12.833945  -0.12
C -10.225386 -14.771463 -12.563782  -0.18
N -9.634343 -15.230316 -11.323793  -0.17
C -8.621946 -14.381850 -10.702485  -0.14
C -8.329792 -14.945869 -9.290978  -0.12
O -9.607414 -14.963670 -8.525587  -0.38
C -9.356226 -14.764649 -7.111378  -0.06
H -14.147796 -15.812749 -12.273972  0.09
H -14.009419 -16.452041 -10.685327  0.10
H -13.409720 -17.262449 -12.126634  0.09
H -12.044428 -15.039355 -13.568265  0.14
H -11.109534 -16.569010 -13.160441  0.14
H -10.382767 -13.693233 -12.536498  0.14
H -9.562879 -14.863265 -13.424455  0.13
H -9.176495 -16.105537 -11.534683  0.15
H -8.977982 -13.358451 -10.584187  0.14
H -7.679109 -14.447233 -11.245524  0.13
H -7.715247 -14.287849 -8.676621  0.12
H -7.844420 -15.920540 -9.240682  0.13
H -8.459156 -15.298009 -6.796892  0.09
H -10.178612 -14.982702 -6.430031  0.10
H -9.098246 -13.731154 -6.880222  0.09

Cartesian forces, eV/Å:
Co 7.4 0.2 -2.5
B -5.5 7.6 2.8
H -6.5 -2.2 1.0
H 1.9 3.9 -3.8
H -2.9 2.4 -0.2
H 1.2 1.1 4.1
Cl -1.3 -12.3 4.4
C -1.5 -0.5 -2.0
O 0.2 -1.4 -3.4
C -1.2 0.8 1.0
C 0.5 0.9 -0.7
N 3.2 0.1 -2.4
C 1.0 -0.6 1.0
C -1.2 0.9 1.5
O 3.7 0.3 1.2
C 0.5 0.4 -0.1
H -0.2 0.7 0.0
H 1.1 0.4 0.5
H 0.8 -0.5 0.4
H -0.1 -0.5 -0.4
H -0.7 -0.4 0.1
H -0.5 -0.1 0.5
H 0.3 -0.4 -0.1
H 0.0 -0.6 0.2
H 0.0 -0.1 -0.3
H 0.2 0.5 -0.2
H 0.5 0.3 -0.6
H -0.3 -0.3 -0.4
H -0.2 -0.6 -0.1
H -0.3 -0.5 -0.8
H -0.1 0.5 -0.5

- multiplicity = 4
- HOMO-LUMO gap (alpha / beta) (Ha) = 0.2384 / 0.2691
- LUMO (alpha / beta) (eV) = 0.4 / 0.4
- energy above the lowest of the compared OMol25 structures with the same formula, charge and spin (kJ/mol) = 793.5

=====

[3]
This record from the Open Molecules 2025 dataset describes 3 unconnected molecules or ions with the total composition C6H19BN2O4P. The level of theory is ωB97M-V with the def2-TZVPD basis set.

Last column: natural (NBO) charge in e.
Geometry (Å):
O 2.318836 -0.339839 -0.311477  -0.89
B 1.667103 0.829945 -0.388803  0.98
O 2.210386 2.018181 -0.071994  -0.86
P -0.244474 0.884940 -0.976168  0.33
H 2.867816 -0.494854 -1.088597  0.54
H 2.013771 2.737144 -0.682138  0.52
H -0.905151 -0.358044 -0.947932  0.18
H -0.956874 1.834970 -0.258386  0.10
H -0.245186 1.326469 -2.292372  0.07
C 1.788995 1.659413 3.651109  0.53
O 1.300937 2.549390 4.312750  -0.61
N 2.469143 0.606246 4.132191  -0.43
C 3.002784 -0.411029 3.250346  -0.40
C 2.663135 0.496551 5.571190  -0.42
H 1.710980 1.639621 2.544277  0.07
H 2.567854 -1.384786 3.483760  0.20
H 4.087753 -0.476663 3.347018  0.20
H 2.766021 -0.164165 2.219458  0.19
H 1.701883 0.454406 6.081767  0.22
H 3.206471 1.361981 5.947989  0.22
H 3.227229 -0.406591 5.785592  0.21
C -3.252836 -1.779688 -2.268865  0.54
O -2.284536 -1.618352 -1.525467  -0.70
N -3.303380 -1.272370 -3.504761  -0.40
C -4.464148 -1.360034 -4.374650  -0.40
C -2.094868 -0.592152 -3.919095  -0.41
H -4.159063 -2.312991 -1.955190  0.14
H -4.213210 -1.888526 -5.293892  0.21
H -4.826480 -0.363555 -4.626846  0.21
H -5.256408 -1.901873 -3.864924  0.22
H -1.260691 -1.295564 -3.918004  0.22
H -1.909372 0.161810 -3.157054  0.17
H -2.194421 -0.139990 -4.900831  0.22

Cartesian forces, eV/Å:
O -0.6 -0.2 -0.3
B 0.3 0.5 0.3
O 0.2 -0.2 -0.7
P 0.4 -0.5 0.3
H 0.5 -0.3 0.2
H -0.2 0.5 0.4
H -0.3 0.0 -0.1
H -0.2 0.1 0.1
H -0.1 0.1 -0.2
C -0.1 0.1 -0.1
O 0.0 0.0 0.0
N 0.1 -0.1 -0.1
C 0.0 0.0 0.3
C 0.0 0.1 -0.1
H 0.0 0.0 0.1
H 0.0 0.0 0.0
H 0.0 0.0 0.0
H 0.0 0.0 0.0
H 0.0 0.0 0.0
H 0.0 0.0 0.0
H 0.0 0.0 0.0
C -0.2 0.3 0.1
O -0.1 -0.1 0.1
N 0.1 -0.2 0.0
C 0.1 0.0 0.0
C -0.1 0.0 0.0
H 0.1 -0.1 0.0
H 0.0 0.0 0.0
H 0.0 0.0 0.0
H 0.0 0.0 0.0
H 0.1 0.1 -0.1
H 0.2 0.3 -0.3
H -0.2 0.0 0.0

- charge = +1
- HOMO-LUMO gap (Ha) = 0.2727
- LUMO (eV) = -4.0

=====

[4]
This record from the Open Molecules 2025 dataset describes a molecular structure, C6H19BrN5O3V at a distorted geometry. The level of theory is ωB97M-V with the def2-TZVPD basis set.

Last column: natural (NBO) charge in e.
Geometry (Å):
V 0.566068 -2.505256 4.742037  1.64
Br 0.328178 -2.190416 2.161637  -0.62
C 3.669908 -1.444266 -0.504153  0.75
O 4.740878 -1.250936 -1.009573  -0.61
N 2.845158 -2.430186 -0.858133  -0.85
N 3.183178 -0.638536 0.433117  -0.85
H 3.272318 -2.985466 -1.585663  0.43
H 2.014698 -2.655166 -0.329153  0.37
H 3.825438 0.017024 0.854837  0.41
H 2.428808 -0.930956 1.037687  0.35
C -2.236132 1.676124 2.980307  0.70
O -2.463692 2.583784 3.715727  -0.22
N -1.143462 1.037644 3.081437  -0.79
N -3.001092 1.282744 2.073597  -0.73
H -1.103162 0.198834 2.520307  0.41
H -0.502412 1.330984 3.804707  0.43
H -2.761612 0.456144 1.544937  0.43
H -3.929632 1.604674 1.840587  0.45
C -0.324262 1.538634 -0.115403  -0.63
C -0.990232 0.495434 -0.968103  -0.09
C 0.046238 -0.389576 -1.725543  -0.08
O 0.553468 0.230464 -2.905503  -0.45
C -0.381692 0.540314 -3.875413  -0.27
N -1.767122 -0.315976 -0.023543  -0.79
H -0.082772 2.332544 -0.822143  0.25
H 0.576938 1.228074 0.413267  0.21
H -0.928632 2.037924 0.641927  0.21
H -1.748452 0.955314 -1.601913  0.23
H -0.302182 -1.401656 -1.931473  0.18
H 0.933738 -0.596336 -1.127473  0.21
H -0.293072 1.606864 -4.082103  0.20
H -1.409632 0.315024 -3.591383  0.17
H -0.111442 0.165624 -4.862663  0.22
H -1.160142 -0.887336 0.546737  0.34
H -2.344192 -1.012116 -0.473533  0.39

Cartesian forces, eV/Å:
V -0.1 0.0 -2.1
Br 0.2 -0.4 2.5
C 0.9 0.1 -0.4
O 1.0 0.0 -0.7
N -0.6 -1.2 -0.8
N -1.2 2.1 2.7
H -0.7 -0.5 0.2
H 0.4 -0.3 -0.5
H 0.0 -0.1 -0.3
H 0.2 0.0 -0.2
C 0.5 -0.3 -0.3
O -1.7 4.8 3.6
N 4.3 -2.6 1.0
N -4.9 -1.5 -4.2
H 1.0 0.1 0.4
H 0.2 -0.4 -0.4
H 0.4 -0.5 -0.7
H 0.1 0.6 0.5
C 0.6 1.5 -0.7
C -0.6 -0.7 1.6
C 0.8 0.3 -1.1
O 0.2 -0.8 1.8
C -0.4 1.2 -1.2
N -0.3 -0.9 0.1
H 0.7 0.2 0.2
H 0.2 -0.3 -0.3
H -0.5 -0.3 -0.3
H 0.4 0.0 -0.4
H -0.8 0.0 -0.4
H 0.0 0.5 0.3
H -0.3 0.4 0.3
H 0.1 -0.3 -0.2
H -0.1 -0.9 0.2
H 0.4 0.0 0.2
H -0.4 0.0 -0.4

- multiplicity = 5
- charge = +2
- HOMO-LUMO gap (alpha / beta) (Ha) = 0.1195 / 0.0959
- LUMO (alpha / beta) (eV) = -11.0 / -11.4

=====

[5]
This record from the Open Molecules 2025 dataset describes a molecular structure, C6H19EuNOP at a distorted geometry. The level of theory is ωB97M-V with the def2-TZVPD basis set.

Last column: Löwdin charge in e.
Geometry (Å):
C 2.794809 -1.536127 -0.701905  -0.26
C 2.828401 -0.780270 0.763727  -0.19
C 2.653362 0.866355 0.664932  -0.30
O 1.330990 1.354775 1.083233  -0.42
P 0.187613 1.401082 -0.227874  0.41
C -1.277309 0.779817 0.896008  -0.33
C -2.496243 0.310215 -0.141519  -0.29
C -3.750854 -0.427564 0.618552  -0.29
N -4.619150 -1.071965 -0.481723  -0.07
H 3.196124 -2.644782 -0.515087  0.09
H 1.722758 -1.660260 -1.159255  0.11
H 3.508872 -1.063540 -1.505926  -0.21
H 2.062867 -1.292961 1.492661  0.15
H 3.930172 -0.948981 1.190137  0.10
H 3.013007 1.235884 -0.385864  0.08
H 3.432843 1.316870 1.449086  0.14
H -0.156564 2.771791 0.174203  0.03
H 1.121842 1.993094 -1.159500  -0.03
H 0.468650 0.051152 -0.659689  -0.02
H -0.806654 1.465344 -1.307662  -0.04
H -1.669549 1.629044 1.603246  0.09
H -0.965407 -0.124306 1.572045  0.08
H -1.980583 -0.410973 -0.938543  0.10
H -2.932858 1.209250 -0.765370  0.11
H -3.370252 -1.267705 1.372030  0.12
H -4.355272 0.352682 1.261559  0.12
H -4.796909 -0.283188 -1.160200  0.06
H -3.977799 -1.755409 -0.982667  0.07
Eu 4.903091 -1.469323 -2.048634  1.60

Cartesian forces, eV/Å:
C -1.3 -0.9 1.1
C 1.0 0.5 -0.5
C 0.0 0.2 2.1
O 3.4 -1.5 -1.2
P -2.6 1.6 -0.6
C -2.1 -0.9 0.7
C 0.7 0.0 0.6
C 0.8 -0.2 -0.2
N 1.5 0.9 0.3
H -0.3 1.7 -0.6
H 2.0 0.6 0.8
H -8.6 1.5 4.4
H 1.4 1.1 -1.6
H -2.2 0.2 -0.7
H -0.9 -0.5 1.3
H -1.7 -1.0 -1.7
H 0.1 -0.1 0.0
H 0.7 -0.3 0.0
H 0.5 -0.8 0.0
H 0.6 0.1 0.1
H 0.9 -1.5 -1.4
H -0.5 1.5 -1.3
H -1.3 1.3 1.7
H 1.0 -1.6 1.4
H -0.8 1.8 -1.7
H 1.1 -1.6 -1.5
H 0.2 -1.3 0.8
H -1.1 1.2 0.7
Eu 7.6 -2.0 -2.9

- multiplicity = 8
- charge = +1
- HOMO-LUMO gap (alpha / beta) (Ha) = 0.0882 / 0.0888
- LUMO (alpha / beta) (eV) = -6.8 / -6.5

=====

[6]
This record from the Open Molecules 2025 dataset describes 3 unconnected molecules or ions with the total composition C6H19N3 at a distorted geometry. The level of theory is ωB97M-V with the def2-TZVPD basis set.

Last column: natural (NBO) charge in e.
Geometry (Å):
C -1.059053 -0.696669 -2.155123  -0.05
C -1.323470 1.543983 1.464498  -0.43
C -1.482814 -1.610529 -1.008608  -0.61
N -0.579013 0.427259 2.027540  -0.84
N -0.407092 0.481474 -1.596196  -0.84
H -1.088937 -0.440173 1.899745  0.36
H -1.957655 -0.339431 -2.673910  0.18
H -0.110179 1.106991 -2.335247  0.36
H 0.418344 0.205712 -1.078028  0.35
H -1.356746 1.423998 0.381151  0.23
H -0.800159 2.469557 1.701081  0.19
H -2.350806 1.623792 1.843209  0.16
H -2.124802 -1.065610 -0.321887  0.21
H -2.025482 -2.473083 -1.387832  0.21
H -0.608481 -1.960834 -0.462863  0.20
C 1.957456 0.134130 1.857714  0.20
C -0.184330 -1.457119 -3.160245  -0.62
C 2.306657 1.456638 1.267487  -0.68
N 2.155471 -0.088224 3.093164  -0.69
H 1.692013 -0.639865 1.123593  0.14
H 2.030474 -1.055804 3.380505  0.33
H -0.374130 0.550211 3.032740  0.37
H 1.431133 1.873196 0.769167  0.22
H -0.724042 -2.304083 -3.577698  0.21
H 0.115411 -0.804021 -3.978786  0.20
H 0.715264 -1.829964 -2.670329  0.20
H 3.093324 1.331728 0.520872  0.22
H 2.641642 2.136742 2.044285  0.23

Cartesian forces, eV/Å:
C 0.1 -0.3 -0.1
C -0.3 0.0 0.1
C -0.1 0.3 -0.3
N -0.1 0.0 0.6
N -0.1 0.1 -0.1
H 0.1 0.1 0.1
H 0.1 -0.1 0.1
H 0.1 0.0 0.0
H 0.1 0.0 0.1
H 0.0 0.1 0.1
H 0.0 0.1 0.0
H 0.0 0.1 0.0
H -0.1 0.0 0.1
H 0.0 -0.1 0.0
H 0.1 -0.1 0.1
C 0.9 -0.6 0.3
C -0.2 0.2 0.2
C -0.4 0.1 -0.1
N 0.3 0.2 -0.1
H -0.1 0.0 0.2
H -0.3 -0.1 -0.3
H -0.3 -0.1 -0.9
H 0.0 0.1 -0.1
H 0.0 -0.1 -0.1
H 0.0 0.0 -0.1
H 0.1 0.0 0.0
H 0.0 0.0 0.0
H 0.0 0.1 0.1

- HOMO-LUMO gap (Ha) = 0.3586
- LUMO (eV) = 0.9
- SMILES = [H]/N=C/C.CC(C)N.CN
- energy above the lowest of the compared OMol25 structures with the same formula, charge and spin (kJ/mol) = 102.0